Here is a 8-piece molecular cluster, C22H43O24 overall at a distorted geometry from the Open Molecules 2025 dataset. Energies are from the ωB97M-V functional and the def2-TZVPD basis.

HOMO = -3.73 eV
net charge = -1
lowest unoccupied orbital energy = 1.93 eV
Kohn-Sham gap = 5.7 eV

Last column: Mulliken charge in e.
Positions of all 89 atoms, in Å:
1 O -0.801 0.081 0.929  -0.4460
2 C -1.685 0.601 1.836  0.6169
3 O -1.309 1.531 2.536  -0.7176
4 O -2.796 0.103 1.905  -0.7423
5 H -0.126 0.723 1.160  0.2893
6 C -6.836 -7.641 -0.793  -0.6214
7 O -5.625 -7.062 -1.227  -0.3022
8 C -5.407 -5.773 -1.056  0.8323
9 O -5.869 -5.011 -0.170  -0.5831
10 O -4.563 -5.431 -2.081  -0.2841
11 C -4.104 -4.138 -2.154  -0.6786
12 H -7.577 -7.599 -1.591  0.2449
13 H -7.133 -7.068 0.085  0.3420
14 H -6.678 -8.675 -0.487  0.2057
15 H -3.069 -3.903 -1.903  0.2649
16 H -4.625 -3.444 -1.495  0.3570
17 H -4.235 -3.808 -3.184  0.2233
18 C 2.110 -5.038 1.628  -0.6084
19 O 2.330 -6.389 1.186  -0.3083
20 C 3.601 -6.867 0.789  0.7980
21 O 3.711 -7.964 0.207  -0.5656
22 O 4.638 -6.085 1.260  -0.2988
23 C 5.975 -6.499 1.020  -0.6611
24 H 1.531 -5.041 2.551  0.2678
25 H 1.695 -4.376 0.868  0.2764
26 H 3.035 -4.525 1.891  0.2783
27 H 6.585 -5.626 0.788  0.2482
28 H 6.107 -7.210 0.204  0.3181
29 H 6.303 -6.925 1.968  0.2561
30 C 3.485 -6.672 -4.879  -0.5995
31 O 3.617 -5.271 -4.477  -0.3259
32 C 2.477 -4.498 -4.370  0.7739
33 O 1.335 -4.937 -4.417  -0.5450
34 O 2.824 -3.238 -4.212  -0.2902
35 C 1.733 -2.287 -4.252  -0.5769
36 H 4.465 -7.148 -4.856  0.2219
37 H 3.093 -6.718 -5.894  0.2789
38 H 2.882 -7.189 -4.132  0.2970
39 H 1.072 -2.585 -3.437  0.2887
40 H 1.265 -2.311 -5.236  0.2725
41 H 2.017 -1.238 -4.181  0.2048
42 C 1.742 5.441 -2.831  -0.6946
43 O 2.730 4.417 -3.045  -0.3165
44 C 3.154 3.640 -2.104  0.8540
45 O 2.825 3.683 -0.944  -0.5962
46 O 4.034 2.911 -2.726  -0.3085
47 C 4.857 1.995 -2.088  -0.6487
48 H 1.944 6.307 -3.461  0.2398
49 H 1.622 5.711 -1.782  0.3474
50 H 0.733 5.058 -2.988  0.2839
51 H 5.236 1.232 -2.768  0.2260
52 H 4.438 1.470 -1.230  0.3171
53 H 5.684 2.631 -1.771  0.2955
54 C -1.844 6.894 1.826  -0.6597
55 O -1.050 7.759 2.575  -0.3066
56 C -0.779 7.464 3.825  0.8161
57 O -1.041 6.458 4.401  -0.5329
58 O -0.008 8.439 4.431  -0.3473
59 C 0.392 8.372 5.758  -0.6098
60 H -1.487 5.865 1.803  0.3443
61 H -1.901 7.214 0.786  0.2275
62 H -2.879 6.825 2.162  0.2876
63 H -0.136 7.545 6.232  0.3471
64 H 0.206 9.302 6.295  0.2141
65 H 1.471 8.234 5.680  0.2193
66 C 3.978 3.832 8.931  -0.6442
67 O 4.463 3.329 7.757  -0.3169
68 C 3.638 2.922 6.835  0.8039
69 O 2.435 2.856 7.026  -0.5606
70 O 4.337 2.488 5.757  -0.3083
71 C 3.732 1.535 4.886  -0.6405
72 H 3.463 4.779 8.768  0.2973
73 H 4.839 4.087 9.548  0.2331
74 H 3.350 3.159 9.515  0.2897
75 H 3.492 0.631 5.447  0.2895
76 H 4.445 1.333 4.087  0.2059
77 H 2.770 1.811 4.454  0.3508
78 C -4.888 2.432 -2.956  -0.6056
79 O -5.766 2.910 -3.991  -0.2874
80 C -6.612 1.981 -4.563  0.7441
81 O -6.405 0.714 -4.587  -0.5822
82 O -7.592 2.708 -5.061  -0.2677
83 C -8.583 2.105 -5.825  -0.6466
84 H -5.284 1.641 -2.320  0.3263
85 H -4.497 3.281 -2.396  0.2121
86 H -4.052 2.028 -3.528  0.2651
87 H -8.121 1.611 -6.679  0.2953
88 H -9.372 2.802 -6.107  0.2434
89 H -9.163 1.306 -5.362  0.3028


Here is C22H44AlBrCaCl5F5MgN6O12 as an isolated structure at a distorted geometry from the Open Molecules 2025 dataset. Energies are from the ωB97M-V functional and the def2-TZVPD basis.

HOMO = -6.28 eV
lowest unoccupied orbital energy = -5.43 eV
Kohn-Sham gap = 0.9 eV

Last column: Mulliken charge in e.
Positions of all 98 atoms, in Å:
1 C -1.721 8.380 -3.379  -0.6378
2 O -1.583 6.958 -2.991  -0.3023
3 C -0.778 6.249 -4.001  -0.5605
4 C -1.126 4.640 -4.135  0.0267
5 C -1.271 4.025 -2.621  -0.6299
6 C -0.719 2.469 -2.630  -0.4065
7 C 0.747 2.422 -1.826  -0.2416
8 C 1.003 0.861 -1.281  -1.0078
9 C 1.156 0.737 0.334  -0.0861
10 C 2.576 0.180 0.918  0.0612
11 C 3.896 0.686 0.025  -0.4469
12 C 4.260 2.262 0.123  0.1702
13 O 5.587 2.574 0.077  -0.6864
14 Cl 3.120 3.710 0.290  -0.0103
15 C 2.716 -1.487 0.909  -0.0460
16 C 1.475 -2.297 0.246  -1.0999
17 C 0.181 -2.639 1.165  -0.4033
18 C 0.414 -3.692 2.399  0.3278
19 C -0.999 -4.110 3.191  -1.1209
20 N -2.218 -4.089 2.300  -0.1145
21 C -3.471 -3.633 3.013  0.3297
22 N -4.572 -3.318 2.215  -0.6376
23 N -3.678 -3.526 4.507  -0.5677
24 O 3.144 -2.030 2.238  -0.3190
25 C 4.268 -1.267 2.791  -0.3674
26 C 3.969 0.322 3.057  0.8123
27 N 2.678 0.750 2.351  0.2318
28 C 1.433 0.456 3.203  0.5406
29 C 0.521 1.813 3.496  0.2765
30 O -0.677 1.872 2.856  -0.4462
31 Br 1.064 3.326 4.686  -0.0951
32 H -1.565 9.103 -2.451  0.2156
33 H -2.793 8.597 -3.817  0.2167
34 H -0.912 8.721 -4.186  0.2994
35 H 0.372 6.444 -3.770  0.1873
36 H -1.029 6.726 -5.058  0.4081
37 H -0.208 4.098 -4.648  -0.1161
38 H -2.137 4.478 -4.708  0.2281
39 H -0.678 4.695 -1.831  0.2718
40 H -2.397 4.029 -2.225  0.2517
41 H -1.489 1.854 -1.961  0.3452
42 H -0.666 1.982 -3.695  0.1238
43 H 0.604 3.177 -0.915  0.2348
44 H 1.567 2.781 -2.581  0.1406
45 H -0.010 0.299 -1.576  0.6151
46 H 1.829 0.346 -1.927  0.1704
47 H 0.195 0.165 0.734  -0.2810
48 H 1.036 1.846 0.762  0.3635
49 H 3.829 0.394 -1.106  0.4184
50 H 4.850 0.091 0.432  0.3851
51 H 3.649 -1.773 0.215  0.3699
52 H 1.926 -3.357 -0.079  0.5547
53 H 1.065 -1.851 -0.776  0.2771
54 H -0.422 -1.733 1.588  0.0966
55 H -0.586 -3.194 0.433  0.3409
56 H 0.980 -4.670 2.015  0.2619
57 H 1.109 -3.270 3.273  -0.5475
58 H -1.085 -3.307 4.070  0.5122
59 H -0.881 -5.188 3.636  0.4199
60 H -2.334 -5.010 1.821  0.2690
61 H -4.318 -3.464 1.195  0.2638
62 H -3.268 -2.589 4.801  0.3041
63 H -3.155 -4.276 5.011  0.3227
64 H 5.227 -1.343 2.084  0.1153
65 H 4.607 -1.778 3.810  0.1741
66 H 3.971 0.612 4.215  -0.9896
67 H 4.906 0.912 2.611  0.4694
68 H 2.713 1.814 2.352  0.5470
69 H 1.848 0.141 4.278  0.4930
70 H 0.814 -0.460 2.829  -0.5780
71 N 2.779 1.023 -4.725  0.9860
72 O 3.238 0.512 -3.690  -0.5567
73 O 1.991 1.981 -4.647  -0.4199
74 O 3.106 0.577 -5.837  -0.5596
75 F -4.690 -6.579 1.793  -0.3561
76 Al -6.394 -7.163 1.818  0.8936
77 F -7.154 -6.730 3.393  -0.4092
78 F -6.419 -8.951 1.610  -0.4817
79 F -7.313 -6.389 0.476  -0.4742
80 O 4.374 1.351 6.580  -0.3997
81 H 3.846 0.976 7.331  0.4691
82 H 5.058 1.991 6.903  0.4681
83 H 3.787 1.762 5.896  0.3305
84 Mg 1.002 -4.041 4.736  0.1270
85 Cl 5.666 -2.826 1.308  -0.6056
86 F 4.055 5.292 2.117  -0.7718
87 Ca -8.478 -8.567 -0.207  1.5202
88 C -9.900 -6.183 -4.467  -0.0198
89 Cl -9.224 -7.312 -3.280  -0.1035
90 Cl -8.639 -5.616 -5.575  -0.0648
91 Cl -11.222 -6.945 -5.367  -0.0816
92 H -10.301 -5.319 -3.931  0.3154
93 N -0.377 2.681 -6.913  1.0617
94 O -1.085 2.199 -6.012  -0.4825
95 O -0.429 3.897 -7.159  -0.5357
96 O 0.382 1.946 -7.566  -0.5437
97 O 7.133 4.048 -1.855  -0.4383
98 H 6.650 3.741 -1.110  0.4343


Here is a 2-piece molecular cluster, C22H44BF3INO8PS overall at a distorted geometry from the Open Molecules 2025 dataset. Energies are from the ωB97M-V functional and the def2-TZVPD basis.

HOMO = -2.27 eV
net charge = -1
lowest unoccupied orbital energy = 1.91 eV
Kohn-Sham gap = 4.2 eV

Last column: Mulliken charge in e.
Positions of all 82 atoms, in Å:
1 C 6.957 0.280 1.732  -0.6253
2 O 7.006 0.145 0.322  -0.4139
3 C 5.917 -0.569 -0.233  -0.5212
4 C 5.230 0.156 -1.412  -0.4979
5 C 5.438 1.674 -1.466  -0.8321
6 C 4.273 2.492 -0.862  -0.9089
7 C 3.862 2.059 0.552  0.0719
8 C 2.376 2.497 0.804  -1.0168
9 C 1.535 1.234 1.077  -0.9772
10 C 0.023 1.465 0.805  -0.5529
11 C -0.595 0.174 0.231  -0.2232
12 C -2.083 -0.096 0.608  1.1283
13 C -2.906 0.839 -0.323  -1.3695
14 C -3.051 2.297 0.169  -1.3129
15 C -2.691 3.295 -0.966  -0.2837
16 C -3.567 3.142 -2.228  -0.8510
17 C -2.681 2.749 -3.412  -0.4202
18 N -1.797 3.867 -3.808  -0.7311
19 O -2.427 0.354 1.931  -0.6096
20 S -1.546 -0.239 3.149  0.8043
21 O -2.148 0.264 4.331  -0.7064
22 O -1.826 -1.891 3.212  -0.6843
23 C -0.908 -2.471 2.253  0.2261
24 C -0.333 -3.755 2.917  0.4339
25 F -0.439 -3.659 4.244  -0.3188
26 F -0.953 -4.851 2.552  -0.2479
27 F 0.950 -3.856 2.656  -0.2389
28 C -1.546 -2.722 0.881  -1.4609
29 P -0.167 -3.445 -0.206  0.1605
30 O 0.217 -2.388 -1.434  -0.4974
31 I -1.247 -5.292 -1.399  -0.0608
32 C -2.473 -1.582 0.310  2.5737
33 C -2.660 -1.732 -1.236  -2.7178
34 B -3.939 -1.927 0.850  0.8107
35 O -4.666 -1.165 1.718  -0.8019
36 O -4.526 -3.089 0.355  -0.4672
37 C -5.770 -2.870 -0.326  -0.8491
38 H 7.984 0.220 2.096  0.2879
39 H 6.398 -0.514 2.224  0.3184
40 H 6.582 1.271 1.999  0.1910
41 H 5.174 -0.868 0.507  0.3236
42 H 6.317 -1.510 -0.623  0.4028
43 H 4.154 -0.006 -1.290  0.0188
44 H 5.482 -0.314 -2.357  0.4599
45 H 6.386 2.009 -1.052  0.4902
46 H 5.463 1.946 -2.524  0.3366
47 H 4.609 3.529 -0.838  0.3180
48 H 3.454 2.434 -1.581  0.3882
49 H 3.974 0.995 0.714  -0.0182
50 H 4.466 2.645 1.242  0.4126
51 H 2.315 3.155 1.667  0.2872
52 H 1.996 2.946 -0.108  0.4527
53 H 1.869 0.477 0.360  0.3554
54 H 1.685 0.830 2.078  0.2486
55 H -0.432 1.800 1.735  0.6505
56 H -0.050 2.306 0.121  -0.1312
57 H 0.058 -0.648 0.517  0.1211
58 H -0.517 0.249 -0.848  0.5046
59 H -2.461 0.884 -1.306  0.1237
60 H -3.914 0.458 -0.479  0.8193
61 H -4.089 2.518 0.408  0.4449
62 H -2.418 2.572 1.004  0.4972
63 H -2.715 4.295 -0.537  0.4600
64 H -1.647 3.100 -1.223  -0.2347
65 H -3.952 4.121 -2.507  0.4689
66 H -4.362 2.409 -2.118  0.3350
67 H -2.033 1.901 -3.148  0.2697
68 H -3.260 2.412 -4.270  0.4632
69 H -1.266 3.518 -4.603  0.2563
70 H -1.085 3.997 -3.095  0.2750
71 H -0.049 -1.798 2.230  0.2295
72 H -2.213 -3.574 1.037  1.3637
73 H 1.015 -1.894 -1.204  0.3237
74 H -3.660 -1.402 -1.500  0.6808
75 H -2.602 -2.774 -1.540  0.2115
76 H -1.904 -1.195 -1.795  0.3388
77 H -5.293 -1.709 2.215  0.3272
78 H -6.017 -1.812 -0.397  0.3420
79 H -6.554 -3.433 0.179  0.2857
80 H -5.659 -3.289 -1.325  0.2463
81 O 1.100 -7.123 0.446  -1.0882
82 H 0.832 -6.517 1.140  0.1311